[1]
# C26H25N3O4S

A single C26H25N3O4S molecule at a distorted geometry (ωB97M-V/def2-TZVPD, the Open Molecules 2025 dataset).

Geometry as XYZ:
```
59
Properties=species:S:1:pos:R:3:forces:R:3
S -5.2234 1.6875 -0.7187 -0.205 -0.294 0.249
O -4.7298 2.1044 -1.9963 0.148 -0.303 -0.152
O -6.0904 2.5746 0.0080 0.179 -0.177 0.150
O 0.4515 -0.5914 0.6954 0.327 0.156 0.218
O -1.0557 -1.6110 -0.6400 0.150 0.182 0.160
N 5.1001 0.7018 -0.3694 -0.332 -0.415 0.019
N -5.9460 0.2173 -0.9084 0.409 1.050 0.037
N 7.5668 -0.5785 -0.1158 0.181 -0.286 0.026
C -0.6449 0.3255 3.0524 0.099 0.028 0.110
C -1.7838 0.1378 0.7847 -0.329 0.199 -0.068
C 6.4427 -1.2309 -0.0464 0.115 0.050 0.000
C -1.7363 0.6594 2.0854 -0.069 0.020 -0.100
C -3.8442 1.3057 0.3695 -0.462 0.264 -0.200
C 8.6142 2.8607 -0.6296 0.223 -0.237 0.029
C 3.8462 -2.7100 -0.4189 0.098 0.191 0.027
C 7.3690 3.5063 -0.7302 -0.305 0.044 -0.004
C 7.5061 0.7539 -0.3322 -0.545 0.334 -0.041
C 2.7523 -0.6675 0.2125 -0.270 -0.082 0.041
C 1.4782 -2.7041 0.0202 -0.169 0.030 0.071
C 5.1773 -0.5998 -0.1932 0.305 0.666 -0.081
C -5.8822 -1.5587 0.8111 -0.183 0.209 -0.107
C 1.5445 -1.3430 0.2851 0.417 -0.259 -0.229
C -4.8720 -1.0959 -2.7152 -0.293 0.059 -0.009
C 8.6894 1.5093 -0.4334 0.050 0.226 -0.026
C 6.2025 2.7998 -0.6390 0.153 0.145 -0.025
C 2.6361 -3.3726 -0.3416 -0.042 0.009 0.062
C -3.8080 1.8383 1.6442 -0.097 0.070 -0.022
C -0.7792 -0.7975 0.2045 -0.467 -0.278 -0.463
C -2.8459 0.4611 -0.0587 0.271 -0.130 -0.005
C 3.9169 -1.3475 -0.1314 -0.477 -0.345 0.049
C -6.1147 -0.3594 -2.2233 0.356 0.015 -0.618
C -6.6058 -0.3388 0.2430 -0.016 -0.274 0.608
C 6.2451 1.4042 -0.4423 0.665 -0.175 0.036
C -2.7632 1.5088 2.4889 0.030 -0.054 -0.079
H 0.2758 0.8323 2.7685 0.075 -0.028 0.053
H -0.4410 -0.7427 3.0630 0.062 -0.027 0.065
H 4.7292 -3.2499 -0.7237 0.087 -0.053 -0.023
H 0.5401 -3.2305 0.0818 -0.027 -0.006 -0.012
H 9.6337 0.9941 -0.3513 0.091 -0.054 0.015
H 7.3434 4.5751 -0.8837 -0.033 0.076 -0.011
H -6.3846 -1.8972 1.7137 -0.034 -0.101 0.100
H 5.2376 3.2757 -0.7185 -0.099 0.043 -0.010
H -5.0983 -1.6168 -3.6425 0.052 -0.074 -0.124
H -7.6380 -0.6071 -0.0135 0.072 0.165 0.014
H -6.6407 0.4598 0.9870 -0.217 -0.180 0.087
H -4.6019 2.5003 1.9523 -0.063 0.080 0.104
H 2.7955 0.3892 0.4209 -0.026 0.105 0.025
H -2.8752 0.0470 -1.0533 0.038 -0.123 -0.109
H -4.5281 -1.8193 -1.9804 0.052 -0.099 0.064
H 6.5209 -2.2903 0.1574 -0.109 -0.097 -0.003
H 9.5175 3.4474 -0.7086 0.082 0.017 -0.003
H -5.8826 -2.3710 0.0891 0.035 -0.145 -0.052
H -2.7411 1.9175 3.4885 0.003 0.014 0.092
H -6.3446 0.4517 -2.9195 -0.140 -0.218 -0.054
H -4.8518 -1.3102 1.0538 0.099 -0.010 0.038
H -0.9185 0.6417 4.0560 -0.023 0.003 0.048
H -4.0783 -0.3800 -2.9090 0.115 0.022 -0.041
H 2.5877 -4.4276 -0.5647 -0.016 -0.080 -0.024
H -6.9703 -1.0391 -2.1845 0.009 0.131 0.093
```
Forces are in eV/Å.

Calculated values
energy relative to the best compared isomer or geometry (same formula, charge and spin) = 153.4 kJ/mol
structure (SMILES) = CCN(CC)S(=O)(=O)c1ccc(C)c(C(=O)Oc2cccc(-c3cnc4ccccc4n3)c2)c1
E_HOMO = -8.85 eV
energy = -50863.62963 eV
net charge = 0

In the Mulliken picture, each atom carries the following charge in e: atom 1 (S): 1.395, atom 2 (O): -0.724, atom 3 (O): -0.721, atom 4 (O): -0.175, atom 5 (O): -0.603, atom 6 (N): -0.456, atom 7 (N): 0.132, atom 8 (N): -0.609, atom 9 (C): -1.460, atom 10 (C): 0.329, atom 11 (C): -0.526, atom 12 (C): 0.920, atom 13 (C): -0.073, atom 14 (C): -0.430, atom 15 (C): -0.837, atom 16 (C): -0.472, atom 17 (C): 0.381, atom 18 (C): -0.140, atom 19 (C): -0.431, atom 20 (C): 0.573, atom 21 (C): -0.856, atom 22 (C): 0.150, atom 23 (C): -1.069, atom 24 (C): -0.513, atom 25 (C): -0.588, atom 26 (C): -0.987, atom 27 (C): -0.673, atom 28 (C): 0.412, atom 29 (C): -0.511, atom 30 (C): 0.767, atom 31 (C): -0.676, atom 32 (C): -0.767, atom 33 (C): 0.462, atom 34 (C): -0.875, atom 35 (H): 0.295, atom 36 (H): 0.305, atom 37 (H): 0.362, atom 38 (H): 0.458, atom 39 (H): 0.444, atom 40 (H): 0.383, atom 41 (H): 0.416, atom 42 (H): 0.451, atom 43 (H): 0.440, atom 44 (H): 0.479, atom 45 (H): 0.396, atom 46 (H): 0.582, atom 47 (H): 0.526, atom 48 (H): 0.387, atom 49 (H): 0.250, atom 50 (H): 0.385, atom 51 (H): 0.382, atom 52 (H): 0.278, atom 53 (H): 0.371, atom 54 (H): 0.392, atom 55 (H): 0.114, atom 56 (H): 0.421, atom 57 (H): 0.293, atom 58 (H): 0.386, atom 59 (H): 0.454

***

[2]
# C26H25N4O10P2V

A molecular structure, C26H25N4O10P2V (ωB97M-V/def2-TZVPD, the Open Molecules 2025 dataset).

Geometry as XYZ:
```
68
Properties=species:S:1:pos:R:3:forces:R:3
V -0.3846 0.6121 1.0107 0.381 0.080 -0.287
P -0.6365 3.7160 0.1381 0.081 -0.177 0.288
P -2.5256 2.7043 2.1169 0.195 0.014 0.088
O -1.7149 3.7717 -1.0668 -0.010 0.043 -0.051
O -3.5525 2.4016 0.9194 -0.009 -0.047 -0.036
O -1.6367 1.4838 2.3038 -0.303 -0.061 -0.043
O -0.0877 2.3009 0.0662 -0.116 0.336 -0.181
O -3.2313 3.2861 3.2640 -0.020 0.012 -0.004
O -2.0390 0.4058 -0.3708 -0.049 -0.028 0.046
O -1.0016 -1.2930 1.3304 0.024 -0.247 0.302
O -6.1697 -0.7657 -2.3546 -0.022 0.015 -0.013
O -1.5521 3.8510 1.4534 0.006 0.045 -0.113
O 0.3125 4.8446 0.0845 0.077 0.060 0.000
N 4.4861 3.6435 -0.7192 -0.032 -0.029 0.036
N 1.8404 -0.1505 -0.6831 -0.351 0.047 0.015
N 3.6405 1.5318 -0.9649 -0.113 0.032 0.037
N 2.7509 3.0082 0.6547 -0.067 -0.032 0.227
C -1.9929 -2.0155 1.1613 0.072 0.032 -0.127
C 5.9718 -0.0522 1.3589 0.008 -0.005 -0.015
C 2.6510 0.6719 -0.7795 0.131 -0.105 -0.035
C -4.0542 -0.1504 -1.3764 0.044 0.009 0.001
C 3.5836 2.6783 -0.3230 0.078 -0.083 -0.162
C 7.1111 0.4247 2.0050 -0.003 0.005 0.000
C -2.9784 -0.4488 -0.4806 0.012 0.016 -0.087
C 3.8473 0.3585 6.2877 0.011 -0.018 0.047
C 2.3170 1.0237 8.0353 -0.011 0.006 0.017
C 4.5577 0.4983 3.2760 -0.035 0.016 -0.015
C 5.7219 0.9939 3.9017 0.043 0.001 0.014
C -4.1506 -2.5392 0.0262 0.035 -0.004 0.012
C -5.1064 -1.0072 -1.5347 0.002 -0.045 0.027
C 4.7354 -0.0213 1.9733 0.008 0.011 -0.027
C 1.1660 0.5841 2.2128 0.113 0.049 0.151
C 3.2246 0.5874 3.8493 0.061 0.041 0.073
C 2.9522 0.7521 5.2723 0.028 -0.007 -0.083
C 1.4057 1.3963 7.0489 0.011 -0.006 -0.015
C -6.1957 0.4871 -3.0094 0.006 -0.015 0.005
C -3.0442 -1.6858 0.2417 -0.039 0.001 0.042
C 6.9613 0.9524 3.2817 -0.010 0.004 0.010
C -5.1636 -2.2347 -0.8341 -0.013 0.038 -0.037
C 1.7098 1.2631 5.7076 -0.024 0.004 0.017
C 2.1441 0.5700 2.9778 -0.104 0.008 0.001
C -1.9862 -3.2825 1.9828 -0.003 -0.022 0.008
C 3.5362 0.4951 7.6324 0.006 0.000 -0.026
H -4.2060 -3.4765 0.5620 -0.004 0.004 0.002
H -6.1707 1.3092 -2.2901 -0.002 0.002 -0.001
H 2.0765 1.1327 9.0864 0.000 0.000 0.000
H -6.0094 -2.8907 -0.9859 -0.001 -0.002 0.001
H -1.1313 -3.8816 1.6664 -0.001 0.001 -0.005
H 2.4711 3.9736 0.7520 -0.122 -0.023 0.006
H 2.1101 2.3108 1.0436 0.039 0.034 -0.088
H -3.0966 1.8471 0.2565 -0.019 0.005 -0.021
H 7.8230 1.3584 3.8035 0.001 0.002 -0.001
H 6.0451 -0.4487 0.3517 -0.005 0.000 0.000
H -3.9830 0.7943 -1.8958 0.005 -0.003 -0.002
H 4.8254 4.2280 0.0275 0.005 -0.007 0.005
H 0.4387 1.8004 7.3277 0.000 0.002 0.006
H -2.2011 4.6019 -1.0184 0.003 0.003 -0.009
H 5.6452 1.4614 4.8743 -0.006 -0.002 -0.012
H 8.0807 0.3979 1.5214 0.005 -0.003 0.000
H -7.1283 0.5174 -3.5685 0.001 0.001 -0.004
H 5.2098 3.2626 -1.3069 -0.004 0.002 -0.007
H 4.2575 0.1686 8.3756 -0.001 0.000 0.003
H 0.9796 1.5464 4.9592 0.010 0.002 -0.009
H 4.7893 -0.0999 6.0171 -0.010 0.000 -0.002
H -2.8894 -3.8800 1.9202 -0.001 -0.001 0.006
H -5.3533 0.5931 -3.6981 -0.002 0.004 -0.001
H 3.8627 -0.3848 1.4431 0.005 -0.012 0.026
H -1.8102 -2.9925 3.0184 0.004 -0.002 -0.002
```
Forces are in eV/Å.

Calculated values
energy relative to the best compared isomer or geometry (same formula, charge and spin) = 28.1 kJ/mol
E_HOMO (alpha / beta) = -0.38 / -0.46 eV
energy = -98079.42685 eV
net charge = -2
multiplicity = 3

In the Mulliken picture, each atom carries the following charge in e: atom 1 (V): 1.228, atom 2 (P): 0.675, atom 3 (P): 0.590, atom 4 (O): -0.447, atom 5 (O): -0.467, atom 6 (O): -0.314, atom 7 (O): -0.277, atom 8 (O): -0.785, atom 9 (O): -0.444, atom 10 (O): -0.597, atom 11 (O): -0.467, atom 12 (O): -0.298, atom 13 (O): -0.829, atom 14 (N): -0.519, atom 15 (N): -0.598, atom 16 (N): -0.814, atom 17 (N): -0.087, atom 18 (C): 0.813, atom 19 (C): -0.353, atom 20 (C): 0.729, atom 21 (C): -0.112, atom 22 (C): 0.791, atom 23 (C): -0.582, atom 24 (C): 0.067, atom 25 (C): -0.344, atom 26 (C): -0.407, atom 27 (C): 0.505, atom 28 (C): -0.564, atom 29 (C): -0.811, atom 30 (C): 1.134, atom 31 (C): -0.708, atom 32 (C): 0.131, atom 33 (C): -0.871, atom 34 (C): 0.251, atom 35 (C): -0.577, atom 36 (C): -0.809, atom 37 (C): -0.341, atom 38 (C): -0.528, atom 39 (C): -1.067, atom 40 (C): -0.679, atom 41 (C): 0.622, atom 42 (C): -1.477, atom 43 (C): -0.647, atom 44 (H): 0.169, atom 45 (H): 0.348, atom 46 (H): 0.345, atom 47 (H): 0.405, atom 48 (H): 0.307, atom 49 (H): 0.266, atom 50 (H): -0.428, atom 51 (H): 0.402, atom 52 (H): 0.346, atom 53 (H): 0.344, atom 54 (H): 0.433, atom 55 (H): 0.246, atom 56 (H): 0.381, atom 57 (H): 0.292, atom 58 (H): 0.575, atom 59 (H): 0.353, atom 60 (H): 0.228, atom 61 (H): 0.276, atom 62 (H): 0.330, atom 63 (H): 0.558, atom 64 (H): 0.551, atom 65 (H): 0.382, atom 66 (H): 0.317, atom 67 (H): 0.551, atom 68 (H): 0.305